# 1
C24H20HfN6O2S3 as an isolated structure in a non-equilibrium geometry. Source: OMol25; level of theory: ωB97M-V/def2-TZVPD.

Positions of all 56 atoms, in Å:
Hf 0.257 0.174 -0.607
O -2.485 1.074 -3.627
C -1.605 0.688 -2.895
N -1.128 1.319 -1.747
C -1.748 2.345 -1.031
C -2.673 3.237 -1.565
C -3.062 4.363 -0.861
C -2.673 4.555 0.460
C -1.845 3.628 1.071
C -1.263 2.590 0.346
N -0.254 1.739 0.847
C 0.396 1.770 2.062
O 0.443 2.575 2.985
C 1.298 0.552 2.211
C 2.126 0.365 3.313
C 2.826 -0.824 3.502
C 2.783 -1.842 2.464
C 1.950 -1.599 1.374
N 1.382 -0.372 1.191
C -0.984 -0.632 -3.209
C -1.554 -1.443 -4.196
C -0.994 -2.689 -4.530
C 0.114 -3.127 -3.744
C 0.564 -2.300 -2.715
N 0.104 -1.070 -2.468
H -2.918 3.140 -2.627
H -3.619 5.157 -1.369
H -3.124 5.387 0.965
H -1.415 3.786 2.080
H 2.249 1.148 4.057
H 3.414 -0.980 4.470
H 3.421 -2.701 2.606
H 1.807 -2.400 0.654
H -2.414 -1.085 -4.779
H -1.411 -3.252 -5.384
H 0.592 -4.104 -3.974
H 1.353 -2.685 -2.044
S -1.888 -1.216 0.375
C -1.539 -1.660 1.977
N -0.911 -2.796 2.297
C -0.712 -3.101 3.695
C -1.439 -2.014 4.496
S -2.123 -0.799 3.378
H -0.588 -3.365 1.500
H 0.394 -3.119 3.948
H -1.044 -4.090 3.994
H -0.749 -1.511 5.236
H -2.248 -2.439 5.112
S 4.374 0.602 -2.466
C 3.240 1.492 -3.477
C 2.059 1.627 -2.785
N 2.057 1.172 -1.451
C 3.243 0.569 -1.226
H 3.371 1.796 -4.496
H 1.186 2.160 -3.163
H 3.410 0.212 -0.232

Energy = -72050.01926 eV
LUMO = -6.95 eV
Highest occupied orbital energy = -12.62 eV
Frontier orbital gap = 5.7 eV
Net charge = +2

Atom charges from the natural (NBO) analysis, given in e for atoms 1 to 4: atom 1 (Hf): 2.3289, atom 2 (O): -0.5172, atom 3 (C): 0.6272, atom 4 (N): -0.8314

# 2
An isolated ion of composition C2H6NO and charge +1 in a non-equilibrium geometry. Source: OMol25; level of theory: ωB97M-V/def2-TZVPD.

Positions of all 10 atoms, in Å:
O -1.998 0.015 0.031
C -0.753 -0.037 -0.515
C 0.503 0.638 -0.018
N 0.504 -0.830 0.113
H -1.977 0.522 0.852
H -0.927 -0.125 -1.535
H 1.253 1.141 -0.627
H 0.182 1.153 0.964
H 0.995 -1.449 -0.508
H 0.774 -1.096 1.132

Energy = -5699.89576 eV
LUMO = -3.87 eV
Highest occupied orbital energy = -16.80 eV
Frontier orbital gap = 12.9 eV
SMILES = O[C@H]1C[NH2+]1
Net charge = +1

Atom charges from the natural (NBO) analysis, given in e for atoms 1 to 4: atom 1 (O): -0.5991, atom 2 (C): 0.3176, atom 3 (C): -0.2645, atom 4 (N): -0.6168

# 3
A 11-piece molecular cluster, C11H44N22O11 overall in a non-equilibrium geometry. Source: OMol25; level of theory: ωB97M-V/def2-TZVPD.

Positions of all 88 atoms, in Å:
N -1.030 -5.155 -3.370
C -0.557 -6.253 -3.905
N -0.154 -5.874 -5.091
O -0.491 -7.333 -3.416
H -1.005 -4.218 -3.745
H -1.415 -5.272 -2.444
H 0.570 -6.394 -5.567
H -0.300 -4.909 -5.351
N 3.145 9.160 3.309
C 3.390 7.958 3.035
N 2.260 7.304 2.964
O 4.528 7.513 2.907
H 4.006 9.687 3.265
H 2.268 9.631 3.141
H 1.372 7.645 3.306
H 2.305 6.368 2.589
N 0.281 -10.390 2.257
C 0.595 -9.959 3.411
N 0.919 -8.620 3.343
O 0.657 -10.655 4.428
H -0.174 -11.284 2.379
H 0.143 -9.862 1.407
H 0.844 -7.992 2.556
H 1.394 -8.222 4.140
N 2.015 -0.164 0.269
C 0.792 0.385 0.385
N -0.106 -0.540 0.609
O 0.464 1.557 0.531
H 2.081 -1.141 0.021
H 2.584 0.654 0.103
H 0.219 -1.456 0.886
H -0.936 -0.169 1.048
N -5.362 5.983 -2.756
C -4.446 5.204 -2.359
N -3.614 5.770 -1.490
O -4.559 3.986 -2.590
H -5.907 5.652 -3.540
H -5.471 6.895 -2.335
H -3.790 6.663 -1.051
H -2.901 5.132 -1.167
N -0.296 0.422 7.039
C -1.479 0.013 6.799
N -1.906 -0.707 7.801
O -2.180 0.168 5.774
H 0.017 0.316 7.993
H 0.244 0.674 6.223
H -1.520 -0.782 8.731
H -2.752 -1.167 7.493
N 8.208 -0.928 -7.234
C 6.991 -0.807 -6.685
N 6.909 -1.577 -5.638
O 6.159 -0.010 -7.038
H 8.545 -0.191 -7.837
H 8.937 -1.581 -6.984
H 7.690 -2.182 -5.431
H 6.031 -1.672 -5.149
N -4.197 5.364 4.961
C -5.369 5.570 4.426
N -5.578 4.676 3.532
O -6.136 6.467 4.783
H -3.740 5.937 5.656
H -3.871 4.409 4.912
H -6.415 4.938 3.031
H -5.047 3.817 3.509
N 6.554 -6.907 -0.290
C 6.720 -7.932 0.505
N 7.352 -7.462 1.562
O 6.237 -8.993 0.488
H 6.785 -5.979 0.036
H 6.083 -6.983 -1.180
H 7.543 -6.470 1.555
H 7.396 -7.973 2.432
N 2.457 6.909 -5.982
C 1.453 6.355 -5.310
N 1.768 5.968 -4.010
O 0.372 6.205 -5.808
H 3.374 6.839 -5.564
H 2.270 7.001 -6.970
H 1.166 5.501 -3.347
H 2.750 5.861 -3.803
N -10.198 -1.911 -0.744
C -9.468 -0.804 -0.910
N -8.242 -1.033 -1.095
O -9.913 0.310 -0.809
H -11.082 -1.997 -0.263
H -9.593 -2.716 -0.819
H -8.033 -1.993 -1.329
H -7.610 -0.246 -1.123

Energy = -67428.65150 eV
LUMO = -0.16 eV
Highest occupied orbital energy = -9.32 eV
Frontier orbital gap = 9.2 eV
SMILES = NC(N)=O.NC(N)=O.NC(N)=O.NC(N)=O.NC(N)=O.NC(N)=O.NC(N)=O.NC(N)=O.NC(N)=O.NC(N)=O.NC(N)=O

Atom charges from the Mulliken analysis, given in e for atoms 1 to 4: atom 1 (N): -0.3935, atom 2 (C): 0.6178, atom 3 (N): -0.3642, atom 4 (O): -0.6089

# 4
C5H6Cl12O as an isolated structure in a non-equilibrium geometry. Source: OMol25; level of theory: ωB97M-V/def2-TZVPD.

Positions of all 24 atoms, in Å:
C 5.350 2.078 17.952
Cl 5.642 0.875 16.706
Cl 6.854 2.199 18.965
Cl 5.002 3.711 17.301
Cl 3.985 1.589 19.013
C 1.821 8.014 17.839
Cl 2.418 6.435 17.654
Cl 1.103 8.333 19.423
Cl 3.176 9.153 17.773
Cl 0.676 8.634 16.638
C 5.584 6.676 21.004
Cl 6.221 5.084 21.212
Cl 5.415 6.696 19.249
Cl 4.017 6.760 21.808
Cl 6.716 8.008 21.430
C 1.594 3.653 19.300
C 2.374 4.351 20.385
O 2.262 3.568 21.627
H 2.176 3.715 18.380
H 0.610 4.109 19.194
H 1.420 2.581 19.391
H 2.026 5.378 20.493
H 3.440 4.375 20.159
H 1.521 3.804 22.191

Energy = -157596.82012 eV
LUMO = -0.04 eV
Highest occupied orbital energy = -10.30 eV
Frontier orbital gap = 10.3 eV

Atom charges from the natural (NBO) analysis, given in e for atoms 1 to 4: atom 1 (C): -0.1997, atom 2 (Cl): 0.0794, atom 3 (Cl): 0.0266, atom 4 (Cl): 0.0408

> What is the formula in the second record?

C2H6NO